1.
Formula: C5H15NO2
Source: the Open Molecules 2025 dataset
Level of theory: wB97M-V/def2-TZVPD

The geometry in XYZ format:
```
23
Properties=species:S:1:pos:R:3:forces:R:3
C 0.15439 -0.59722 -1.27084 0.25 -2.04 -0.04
C 1.24744 -1.66109 -1.33784 2.52 0.79 1.96
O 1.33081 -2.49712 -0.15477 -0.90 -0.46 -0.43
C -0.01184 -0.02052 0.14601 -0.29 1.28 -1.78
N -1.27528 0.74667 0.01891 -0.94 3.10 1.60
C -1.06969 2.17599 -0.60319 -0.76 -1.91 0.89
C -2.00311 0.97367 1.33517 0.19 -2.70 -1.91
H -0.76675 -1.11128 -1.68051 0.55 0.99 0.86
H 0.43650 0.18340 -1.93787 0.04 0.58 -0.80
H 2.28565 -1.25504 -1.22386 -0.86 0.50 -0.84
H 1.26699 -2.27859 -2.20668 -0.35 -0.32 -0.82
H 0.77247 -3.26347 -0.31731 -0.04 -0.09 0.35
H -0.02790 -0.88375 0.81188 -0.45 0.58 0.44
H 0.87023 0.67496 0.38175 -0.98 -0.94 -0.23
H -0.28836 2.02142 -1.29491 0.99 0.41 -0.85
H -1.93095 2.61443 -1.15180 0.14 -0.95 0.42
H -0.81442 2.92287 0.14974 0.37 -0.15 0.20
H -2.17631 -0.07704 1.65337 0.11 0.77 0.58
H -1.53652 1.57869 2.09226 0.58 0.28 0.27
H -2.98417 1.34866 1.10118 -0.33 0.45 -0.11
H 2.35415 -1.22196 1.46910 -0.24 0.02 -0.21
H 1.89304 0.21140 1.83593 -0.17 0.26 -0.35
O 2.27360 -0.58506 2.18431 0.58 -0.48 0.81
```
Forces are in eV/Å.

Values from the calculation:
Max |F| = 3.6 eV/A
Calculated total energy = -11011.6106 eV
Kohn-Sham gap = 9.5 eV



2.
Formula: C29H21F3N2S3SbW
Source: the Open Molecules 2025 dataset
Level of theory: wB97M-V/def2-TZVPD

The geometry in XYZ format:
```
60
Properties=species:S:1:pos:R:3:forces:R:3
W -1.01519 0.31040 -0.21139 -0.76 -0.25 -0.77
S -2.43108 -0.01756 1.62635 -0.10 -0.02 -0.11
C -2.69617 -1.73373 1.53611 0.06 -0.29 0.00
C -3.26973 -2.40956 2.60670 0.04 -0.05 -0.02
C -3.55387 -3.76050 2.48407 0.01 -0.08 -0.07
C -3.25485 -4.47075 1.30603 -0.05 -0.03 0.15
C -2.68874 -3.82977 0.23234 -0.03 0.10 0.07
C -2.42054 -2.44911 0.33172 -0.16 -0.13 0.20
S -1.76975 -1.66134 -1.04131 0.12 0.31 -0.10
H -3.50910 -1.87935 3.51966 0.01 -0.01 0.00
H -4.02683 -4.27630 3.31088 0.02 -0.01 -0.02
H -3.48868 -5.52546 1.23786 -0.02 0.03 0.03
H -2.48091 -4.36332 -0.68757 0.02 0.05 0.01
C -3.96600 5.42485 -2.24895 0.02 -0.21 0.08
C -3.48315 4.12487 -1.70980 0.06 0.29 -0.25
C -4.21773 3.39450 -0.76175 -0.11 0.02 0.03
C -3.67894 2.25544 -0.22720 -0.01 0.03 -0.01
N -2.47118 1.83138 -0.66075 0.21 -0.16 0.33
C -1.89160 2.54143 -1.64030 0.10 0.16 -0.30
S -0.44708 1.62554 -2.11302 -0.10 -0.28 0.38
N -2.29558 3.64695 -2.16413 -0.22 0.00 0.11
H -4.97276 5.31030 -2.65867 0.02 -0.01 0.00
H -3.29509 5.80515 -3.01172 0.02 0.00 -0.01
H -4.04703 6.14815 -1.43285 0.02 0.00 0.00
H -5.19496 3.72915 -0.44029 0.04 0.04 0.00
H -4.18001 1.67123 0.52976 -0.01 -0.01 0.02
F 6.13773 -0.82047 -4.66429 -0.03 0.00 0.02
C 5.13238 -0.72132 -3.81617 0.15 -0.01 -0.14
C 5.35824 -1.04263 -2.48743 -0.01 -0.04 0.22
C 4.30792 -0.94066 -1.59118 0.14 -0.04 -0.20
C 3.07001 -0.51079 -2.06956 -0.13 -0.17 -0.16
C 2.84469 -0.19834 -3.40857 0.25 -0.03 -0.10
C 3.90082 -0.30613 -4.29689 -0.18 0.05 0.00
Sb 1.59178 -0.26436 -0.66732 0.84 0.62 0.09
C 2.03265 1.31670 0.62760 -0.03 0.25 0.12
C 3.31418 1.72714 0.97953 0.07 0.07 0.07
C 3.49112 2.77685 1.87135 0.06 -0.12 -0.09
C 2.37876 3.40410 2.40390 0.09 0.21 0.19
F 2.54802 4.39264 3.26247 0.00 -0.03 -0.06
C 1.08158 3.04279 2.07288 -0.01 -0.06 0.01
C 0.94870 2.00211 1.17869 0.44 -0.05 0.05
C 1.22602 -1.80522 0.65925 -0.37 -0.35 0.10
C 0.67687 -1.42758 1.90041 0.20 -0.16 0.03
C 0.19547 -2.39564 2.77580 -0.03 0.16 0.01
C 0.25410 -3.71000 2.37664 -0.02 -0.28 -0.11
F -0.22114 -4.64424 3.17838 0.02 0.04 -0.02
C 0.80278 -4.11872 1.14759 -0.05 -0.02 0.10
C 1.26706 -3.16500 0.27881 -0.09 0.17 0.05
H 6.34149 -1.36814 -2.17424 -0.01 0.00 -0.01
H 4.46854 -1.20592 -0.55241 -0.01 0.01 0.00
H 1.87868 0.12499 -3.77229 -0.03 0.00 0.01
H 3.78666 -0.07500 -5.34765 0.01 -0.01 0.02
H 4.18730 1.24307 0.56039 0.01 0.00 0.00
H 4.47815 3.11525 2.15900 -0.01 -0.01 -0.01
H 0.24478 3.57020 2.51059 0.00 -0.02 -0.02
H -0.09759 1.76078 0.94374 -0.45 0.13 0.05
H 0.75058 -0.40395 2.24107 -0.01 0.11 0.04
H -0.18448 -2.14852 3.75846 0.00 0.02 -0.01
H 0.86307 -5.17618 0.92046 -0.02 0.01 0.02
H 1.68965 -3.47040 -0.67074 0.00 0.04 -0.02
```
Forces are in eV/Å.

Values from the calculation:
Max |F| = 1.1 eV/A
Calculated total energy = -82386.2236 eV
Total charge = +3
Kohn-Sham gap (spin up / spin down) = 5.6 / 5.0 eV



3.
Formula: C22H19Cl3N4S
Source: the Open Molecules 2025 dataset
Level of theory: wB97M-V/def2-TZVPD

The geometry in XYZ format:
```
49
Properties=species:S:1:pos:R:3:forces:R:3
S 5.40968 -1.30809 2.19086 -1.73 -0.35 -1.75
Cl -4.31882 5.58738 1.70281 0.57 -0.77 0.08
Cl -6.66286 -0.31636 -1.72142 -0.27 -0.06 0.11
Cl -2.09528 -1.91834 0.49049 0.53 -0.33 0.74
N 0.16641 -0.48893 -1.20292 -0.36 -0.18 2.84
N 3.12773 -0.49589 0.98215 0.67 0.43 -0.28
C 4.08463 -1.48851 1.12237 1.50 1.78 2.95
C 1.10497 -0.06168 -0.32264 1.88 -0.07 -1.74
C 2.26453 -0.88186 0.08585 0.78 -3.39 -0.88
C -0.33465 1.51028 -0.27465 -3.45 0.33 -0.67
C 0.92445 1.30912 0.07759 2.07 -0.58 2.09
C -3.05767 3.12086 1.70323 -0.86 -0.24 2.36
C -2.29907 4.71636 0.11739 -0.22 1.48 -0.95
C -4.27547 0.84719 -2.29150 -0.77 -1.22 2.01
C -4.28926 -0.88353 -0.53181 0.32 2.13 -2.62
C -2.09707 2.22002 1.35416 1.89 -2.54 -2.10
C -1.45987 3.76049 -0.44213 0.43 -0.28 -0.66
C -2.91010 0.93251 -2.05315 -1.57 2.13 -2.78
C -3.11406 4.38972 1.21490 0.27 1.37 -2.07
C -4.97945 -0.09300 -1.47668 1.50 1.24 -0.78
C -2.91502 -0.75578 -0.43519 -0.41 0.11 -0.22
C -1.33337 2.50357 0.19464 0.50 1.12 0.14
C -2.22706 0.22120 -1.17063 1.94 -2.32 1.27
N -0.80312 0.42424 -1.00345 -0.23 1.02 -0.26
N 2.54505 -2.23270 -0.35715 -1.04 2.61 0.62
C 1.80730 2.20682 1.00981 -3.30 -0.22 -0.20
C 1.53507 -3.13817 -0.86264 1.45 -1.43 1.82
C 3.41002 -3.83122 1.52277 -0.83 0.23 -1.11
C 4.81675 -3.24257 -0.47956 -0.16 0.55 -2.18
C 3.72074 -2.72655 0.41096 -0.88 -1.03 0.09
H -3.72400 2.87916 2.50417 -0.38 -0.18 0.41
H -2.35032 5.73295 -0.40640 -0.13 -1.55 1.08
H -4.75161 1.55299 -2.96753 -0.07 -0.51 0.03
H -4.85685 -1.64543 -0.14380 -0.77 -1.73 1.47
H -1.90361 1.12543 1.74109 -0.92 2.50 -0.20
H -0.93400 4.00039 -1.43764 -0.65 -0.50 1.87
H -2.41333 1.60617 -2.72785 0.57 0.30 0.16
H 1.42218 3.27313 1.03435 0.07 -1.36 0.07
H 2.76110 2.25867 0.60722 1.98 -0.20 -0.31
H 1.75515 1.72845 2.00624 0.49 0.57 -0.46
H 1.26156 -2.96847 -1.84767 -0.70 0.86 -1.79
H 2.14271 -4.07262 -0.92137 -1.17 0.07 0.28
H 0.64350 -3.18970 -0.19957 0.59 -0.28 -0.46
H 4.32233 -4.20773 1.93269 0.75 0.08 0.13
H 2.77199 -4.72199 1.31269 0.42 0.82 -0.73
H 2.90540 -3.28422 2.26673 -0.67 0.40 1.34
H 5.81665 -3.07973 -0.08133 -0.16 -0.77 0.56
H 4.52984 -4.25085 -0.82594 0.75 0.18 0.35
H 4.85618 -2.62320 -1.40057 -0.24 -0.22 0.34
```
Forces are in eV/Å.

Values from the calculation:
Max |F| = 3.8 eV/A
Calculated total energy = -77482.9940 eV
Kohn-Sham gap = 7.5 eV



4.
Formula: C8H28O6
Source: the Open Molecules 2025 dataset
Level of theory: wB97M-V/def2-TZVPD

The geometry in XYZ format:
```
42
Properties=species:S:1:pos:R:3:forces:R:3
O -2.50394 0.22854 -3.63132 -1.08 0.49 1.19
H -2.66142 0.32680 -2.65576 0.43 -0.18 -0.72
H -3.35757 0.59314 -3.94169 0.77 -0.28 -0.20
O -0.67751 1.94035 -0.84339 -0.63 0.41 -0.48
H -0.00643 1.77419 -0.19828 0.52 -0.31 1.30
H -0.24319 1.58696 -1.62183 -0.05 -0.11 -0.83
C 4.14884 -0.91236 1.95049 1.29 0.62 -1.36
C 4.15751 0.59088 1.94100 -0.38 0.08 1.40
O 2.92111 1.14965 2.45851 0.96 0.47 -0.80
H 4.30810 -1.34859 2.90023 0.08 -0.25 1.25
H 5.07755 -1.07405 1.37548 -0.45 -0.85 -0.01
H 3.28824 -1.36142 1.50304 -0.45 -0.20 -0.62
H 4.25380 0.98213 0.93567 0.18 0.15 0.00
H 5.01363 0.86068 2.61572 -0.65 0.45 -0.84
H 2.78091 0.69522 3.27028 -0.33 -0.38 1.27
C 2.58346 0.01139 -1.94520 0.70 1.24 1.76
C 1.33655 -0.59295 -2.58558 0.23 0.13 0.27
O 0.70371 0.55605 -3.20651 -0.85 -0.88 0.17
H 3.02558 0.81994 -2.56647 -0.43 -0.68 -0.08
H 3.47485 -0.63527 -1.63311 -1.65 0.38 -0.42
H 2.19722 0.58287 -1.04030 0.76 -0.78 -0.72
H 0.65232 -1.06135 -1.77177 1.12 0.53 -1.54
H 1.68772 -1.29556 -3.36806 -0.75 -0.02 0.42
H -0.17404 0.29768 -3.56788 0.63 0.13 0.25
C -4.92796 -0.76197 -0.01445 0.59 0.36 -1.73
C -4.21448 0.50814 0.36381 1.64 -1.39 1.13
O -3.40702 0.94739 -0.67441 1.88 0.66 -1.49
H -4.20691 -1.45755 -0.49296 -0.35 0.47 0.14
H -5.71422 -0.51633 -0.72519 -0.10 -0.28 -0.19
H -5.34686 -1.28729 0.79654 -0.58 -0.36 1.19
H -3.57388 0.25986 1.23711 -0.37 0.39 -0.07
H -4.80695 1.34187 0.54524 -1.87 1.05 1.18
H -2.74585 1.62764 -0.37812 -0.64 -1.02 -0.44
C -1.05424 -1.28782 1.29673 1.94 0.30 -0.37
C -0.14491 -0.27121 2.02739 -0.99 0.53 0.75
O 0.71448 0.43207 1.17240 0.05 0.42 -0.60
H -1.70803 -1.65025 2.04297 -1.16 -0.43 0.58
H -0.49258 -2.17459 0.91662 -0.13 0.76 0.24
H -1.55852 -0.83439 0.45248 -0.32 0.17 -0.01
H 0.50789 -0.81362 2.70300 -0.16 -0.35 0.61
H -0.79719 0.46221 2.67569 0.99 -1.23 -1.17
H 1.49021 0.76091 1.68188 -0.36 -0.16 -0.37
```
Forces are in eV/Å.

Values from the calculation:
Max |F| = 2.5 eV/A
Calculated total energy = -21033.7596 eV
Kohn-Sham gap = 10.5 eV



Values for ΔE to the lowest compared entry with this formula, charge and spin, kJ/mol, ordered as above
225.36 168.65 204.17 46.93